{
  "formula": "C50H111ClN6O6",
  "method": "ωB97M-V with the def2-TZVPD basis set",
  "elements": ["C", "C", "O", "O", "H", "H", "H", "Cl", "O", "O", "O", "O", "C", "C", "C", "N", "C", "C", "C", "C", "C", "H", "H", "H", "H", "H", "H", "H", "H", "H", "H", "H", "H", "H", "H", "H", "H", "H", "H", "C", "C", "C", "N", "C", "C", "C", "C", "C", "H", "H", "H", "H", "H", "H", "H", "H", "H", "H", "H", "H", "H", "H", "H", "H", "H", "H", "C", "C", "C", "N", "C", "C", "C", "C", "C", "H", "H", "H", "H", "H", "H", "H", "H", "H", "H", "H", "H", "H", "H", "H", "H", "H", "H", "C", "C", "C", "N", "C", "C", "C", "C", "C", "H", "H", "H", "H", "H", "H", "H", "H", "H", "H", "H", "H", "H", "H", "H", "H", "H", "H", "C", "C", "C", "N", "C", "C", "C", "C", "C", "H", "H", "H", "H", "H", "H", "H", "H", "H", "H", "H", "H", "H", "H", "H", "H", "H", "H", "C", "C", "C", "N", "C", "C", "C", "C", "C", "H", "H", "H", "H", "H", "H", "H", "H", "H", "H", "H", "H", "H", "H", "H", "H", "H", "H"],
  "positions_angstrom": [[-3.905716, -3.346090, -0.645846], [-4.924485, -4.124878, -1.472956], [-4.902099, -4.020638, -2.721664], [-5.711690, -4.834786, -0.885274], [-4.365850, -2.499288, -0.136618], [-2.987663, -3.131089, -1.192701], [-3.600318, -3.933604, 0.219976], [-2.033440, 0.132295, -0.268304], [-1.079555, 1.160328, -0.508510], [-3.169142, 0.406261, -1.094446], [-1.420295, -1.123090, -0.713282], [-2.232844, 0.096051, 1.149103], [0.145613, 1.416529, 5.607708], [0.405756, 0.327190, 4.678247], [1.896196, 0.199593, 4.102504], [2.004631, -0.610095, 2.807144], [1.247241, -1.975832, 3.076237], [3.448868, -0.998475, 2.467418], [3.786318, -0.568611, 1.060496], [2.409594, -0.380328, 0.404034], [1.466156, 0.147593, 1.532557], [0.964626, 1.470224, 6.324950], [-0.786030, 1.358780, 6.170558], [0.065654, 2.394898, 5.133895], [-0.391720, 0.311992, 3.935347], [0.027499, -0.628335, 5.041544], [2.642807, -0.287916, 4.729410], [2.266219, 1.197180, 3.865863], [0.198022, -1.728430, 2.914860], [1.573627, -2.337464, 4.051314], [1.606343, -2.668496, 2.315071], [3.651409, -2.055003, 2.643039], [4.074599, -0.417549, 3.144975], [4.412402, -1.319064, 0.577848], [4.199793, 0.432376, 1.183614], [1.980670, -1.317883, 0.050312], [2.464082, 0.309540, -0.438110], [0.381348, 0.130336, 1.427669], [1.792123, 1.177910, 1.675031], [1.675178, 0.239376, -3.935934], [0.507356, -0.802634, -4.081425], [-0.965213, -0.152862, -4.212693], [-1.942676, -1.233740, -4.745666], [-2.171599, -2.416044, -3.808885], [-3.316389, -0.552305, -5.071076], [-3.946637, -1.332351, -6.244134], [-2.892823, -2.222240, -6.769758], [-1.571143, -1.749601, -6.214495], [2.677802, -0.176080, -4.037173], [1.510928, 0.825152, -3.031502], [1.738671, 0.940446, -4.768134], [0.510442, -1.396978, -3.167726], [0.693364, -1.481191, -4.913936], [-0.914133, 0.586575, -5.011900], [-1.349631, 0.128440, -3.232298], [-2.724278, -2.027792, -2.953365], [-1.226841, -2.924695, -3.617060], [-2.911770, -3.031937, -4.319698], [-3.897759, -0.503563, -4.150350], [-3.074680, 0.432939, -5.469781], [-4.761118, -1.919753, -5.820250], [-4.334286, -0.680787, -7.027263], [-2.974452, -3.278707, -6.514173], [-2.955719, -2.175120, -7.856927], [-0.785086, -2.494408, -6.090093], [-1.200867, -0.856902, -6.718574], [-1.453830, -4.118600, 2.508930], [-2.503481, -3.411002, 3.395401], [-4.004071, -3.675261, 3.234614], [-4.988833, -2.766654, 4.037678], [-4.723619, -3.039281, 5.549284], [-6.487398, -2.879580, 3.708889], [-6.782769, -2.085172, 2.474019], [-5.900035, -0.906706, 2.674082], [-4.773726, -1.263562, 3.660140], [-1.705289, -5.174299, 2.407135], [-0.426430, -4.146825, 2.871924], [-1.491019, -3.794723, 1.468828], [-2.298221, -2.343846, 3.310791], [-2.301436, -3.455048, 4.465597], [-4.157557, -4.733415, 3.446410], [-4.306459, -3.514367, 2.199825], [-5.490810, -2.515759, 6.119781], [-3.693860, -2.723227, 5.716035], [-4.916089, -4.105711, 5.666704], [-7.024902, -2.291384, 4.452671], [-6.814479, -3.914571, 3.808473], [-7.848200, -1.870907, 2.390003], [-6.613836, -2.711911, 1.598370], [-6.547144, -0.178441, 3.162939], [-5.431437, -0.504599, 1.775840], [-4.948064, -0.712942, 4.584540], [-3.873450, -0.936426, 3.139950], [0.536075, -4.161318, -1.621158], [2.017105, -3.908414, -1.929658], [2.891827, -5.192116, -1.924240], [4.417780, -4.912446, -2.270015], [4.617919, -4.329413, -3.687392], [5.411709, -6.110510, -1.969583], [6.735498, -5.658712, -1.400480], [6.555848, -4.170043, -1.180711], [5.010905, -3.938369, -1.222929], [0.387611, -4.603984, -0.636214], [0.172853, -4.898716, -2.336994], [-0.038467, -3.245863, -1.762373], [2.492654, -3.168252, -1.286134], [2.004432, -3.621484, -2.981135], [2.686344, -5.790909, -2.811555], [2.791285, -5.876763, -1.082075], [5.682674, -4.262191, -3.910769], [4.124304, -3.357654, -3.676260], [4.225465, -5.045017, -4.409885], [5.476162, -6.597313, -2.942712], [4.861229, -6.763400, -1.292223], [7.600494, -5.788782, -2.050824], [7.008336, -6.244469, -0.522670], [7.056553, -3.646308, -1.995014], [6.935049, -3.668699, -0.290225], [4.785417, -2.910532, -1.507172], [4.534808, -4.305206, -0.313612], [-1.012042, 7.742607, 1.061340], [-1.349502, 6.281555, 1.110292], [-2.709989, 5.983068, 1.886721], [-3.012962, 4.482413, 2.120093], [-3.070162, 3.788374, 0.678022], [-4.351658, 4.173083, 2.885062], [-4.133928, 2.743249, 3.478520], [-2.625865, 2.636136, 3.703338], [-1.909274, 3.825092, 2.905311], [-0.849340, 8.183707, 2.044724], [-1.780753, 8.292834, 0.518717], [-0.023342, 7.887395, 0.625897], [-0.527897, 5.853425, 1.684543], [-1.345771, 5.838872, 0.114238], [-3.587581, 6.232708, 1.290394], [-2.811238, 6.456693, 2.863200], [-3.663843, 4.282281, -0.091203], [-3.190618, 2.715082, 0.825066], [-2.110757, 3.811255, 0.161206], [-5.085195, 4.330062, 2.094245], [-4.528851, 5.004190, 3.567673], [-4.553025, 2.093542, 2.710179], [-4.764631, 2.516739, 4.338177], [-2.261182, 1.712056, 3.254821], [-2.500604, 2.723621, 4.782579], [-1.119987, 3.371361, 2.305932], [-1.272465, 4.438098, 3.543129], [1.150405, 3.597319, -0.388306], [2.198416, 4.545684, -0.908871], [3.531738, 3.722452, -1.277032], [4.683978, 4.691569, -1.630600], [5.910222, 3.835487, -2.046745], [5.191751, 5.473047, -0.315873], [5.810079, 6.864913, -0.804015], [5.593758, 6.893054, -2.306320], [4.521959, 5.837421, -2.614879], [0.398495, 4.005283, 0.287188], [1.707461, 2.805851, 0.113065], [0.618753, 3.114559, -1.208302], [2.436755, 5.219146, -0.085624], [1.769063, 5.195642, -1.671310], [3.347313, 3.128265, -2.172025], [3.893682, 3.121053, -0.443120], [6.724212, 4.532450, -2.246181], [5.707885, 3.205143, -2.912678], [6.187434, 3.200069, -1.205617], [5.897850, 4.870407, 0.255388], [4.250519, 5.612627, 0.215826], [6.854312, 6.987543, -0.516543], [5.341877, 7.760867, -0.396412], [6.530501, 6.614292, -2.788931], [5.394797, 7.913115, -2.634904], [4.470155, 5.410536, -3.616469], [3.556277, 6.288443, -2.386507]],
  "forces_ev_per_angstrom": [[-0.2, -0.7, 0.7], [3.8, 3.0, -0.5], [-0.9, -0.8, 0.5], [-2.3, -1.8, 0.2], [0.0, 0.5, -0.7], [-0.4, 0.4, -0.1], [0.1, -0.6, -0.1], [1.9, -1.0, -2.1], [1.3, 1.5, -0.2], [-1.0, -0.3, 0.9], [-0.6, 0.1, 0.6], [-1.3, -0.4, 1.0], [0.5, 1.8, 1.5], [0.0, -2.6, -1.9], [-1.2, 0.3, -0.5], [-1.1, -1.4, -0.4], [0.8, 1.7, -1.3], [0.6, 0.7, 1.2], [-1.6, 0.5, 0.3], [-1.1, -0.4, 0.2], [2.2, -0.2, 0.4], [-0.1, 0.2, 0.3], [0.1, -0.6, 0.0], [0.4, 0.1, -0.3], [0.5, 0.9, -1.3], [1.0, -0.3, 1.1], [-0.5, 0.1, 0.6], [0.1, 0.0, 0.0], [0.0, -0.5, 0.5], [-0.4, 0.2, 0.0], [-0.3, 0.1, 0.0], [-0.4, 0.1, 0.2], [0.0, -0.3, 0.2], [0.2, 0.5, -0.1], [0.7, -0.2, -0.6], [0.2, -0.1, -0.2], [-0.3, 0.0, 0.0], [0.2, -0.5, -0.1], [-0.3, 0.1, 0.4], [-1.0, 0.0, -0.9], [-0.5, 1.0, 0.5], [1.5, -2.6, -0.7], [-0.5, 0.4, -1.3], [-0.7, 1.2, -1.1], [0.8, 0.0, -0.4], [-1.2, 0.1, 1.9], [1.2, -1.3, -1.0], [0.1, 0.9, 1.5], [-0.1, -0.6, 0.8], [0.3, -0.1, 0.1], [-0.7, 0.2, -0.1], [0.0, -0.2, 0.0], [0.0, 0.2, -0.1], [-0.3, 0.3, 0.5], [0.0, 0.5, -0.3], [0.7, 0.0, 0.3], [-0.3, 0.1, 0.1], [0.4, -0.4, 0.0], [0.1, 0.1, -0.2], [0.1, 0.1, 0.6], [-0.3, 0.1, -0.4], [0.0, 0.1, 0.4], [-0.5, 0.0, 0.0], [0.6, -0.2, 0.0], [-0.2, 0.0, -0.3], [0.2, -0.1, 0.0], [-1.4, -1.3, -0.3], [0.6, 1.9, 1.2], [-0.6, 0.0, -1.3], [1.4, 0.7, 0.3], [-0.8, 0.1, -1.7], [-0.3, -0.6, 1.0], [-0.1, -2.2, -1.2], [0.2, 1.1, 0.1], [-1.1, -0.1, 0.1], [-0.1, -0.3, 0.2], [-0.2, 0.5, 0.3], [0.1, 0.6, 0.1], [-0.3, 0.4, -0.6], [0.4, -1.1, 0.1], [-0.6, 0.1, 0.4], [0.0, -0.1, -0.1], [0.4, 0.3, 0.0], [-0.4, -0.2, 0.5], [0.4, 0.0, 0.2], [0.5, -0.3, 0.8], [0.1, 0.0, -0.3], [0.1, 0.2, 0.3], [0.5, 0.3, -0.3], [0.3, 0.5, -0.3], [-0.5, 0.1, -0.1], [0.4, -0.1, 0.0], [0.6, -0.9, 0.7], [0.6, -0.6, 0.0], [0.5, -1.1, -0.4], [1.1, -0.1, -1.9], [1.5, 1.2, 1.7], [-0.2, -1.0, 1.2], [-1.7, -0.9, -1.6], [0.7, 0.3, 0.3], [-1.2, 1.0, -0.1], [0.7, -0.4, -0.9], [-0.1, 0.3, 0.1], [-0.2, 0.0, 0.0], [0.0, 0.0, 0.3], [-0.3, 0.2, -0.1], [0.4, 0.7, 0.1], [-0.8, -0.2, 0.1], [0.4, 0.4, 0.3], [0.0, 0.2, 0.4], [0.1, -0.2, -0.4], [-0.4, 0.2, 0.1], [0.2, -0.3, 0.2], [0.1, 0.0, -0.1], [-0.4, -0.3, -0.4], [-0.4, 0.2, 0.2], [-0.3, 0.2, -0.1], [0.1, -0.6, 0.3], [-0.4, -0.1, 0.3], [0.1, 0.6, 0.3], [0.0, 0.8, 0.0], [-0.8, -0.8, 1.6], [-0.2, -0.7, -0.9], [1.3, -0.4, -1.7], [1.2, -0.1, 0.9], [1.0, 0.7, -0.7], [-1.0, 1.2, -1.5], [0.1, 0.8, -0.5], [-0.3, -2.2, 1.0], [-0.6, -0.1, 0.2], [0.3, 0.3, 0.0], [-0.2, -0.1, -0.6], [0.0, -0.6, 0.0], [-0.2, 0.0, 0.1], [0.2, 0.7, -0.1], [0.4, 0.1, -0.1], [-1.0, 0.0, 0.9], [-0.8, 0.2, 0.0], [0.5, 0.3, 0.8], [-0.3, -0.6, 0.2], [0.4, -0.2, 0.4], [0.5, -0.4, -0.1], [0.3, 0.5, 0.2], [0.1, -0.2, 0.6], [0.7, -0.2, -0.2], [-0.5, 0.0, -0.8], [-1.0, 0.9, 0.2], [0.0, -1.1, -0.5], [1.1, -0.1, 0.7], [-1.2, 3.0, -1.0], [2.8, -0.3, 1.5], [-0.6, 0.6, 0.3], [-0.7, 1.1, -1.0], [-0.6, -0.9, 0.5], [1.1, -0.9, -0.6], [-1.2, 0.3, 0.2], [0.3, 0.2, 0.0], [-0.4, -0.2, 0.4], [-0.1, -0.1, 0.0], [0.2, 0.1, 0.0], [0.5, -0.3, -0.5], [0.1, -0.2, 0.1], [-0.1, 0.1, -0.1], [-0.1, -0.2, -0.1], [-0.2, 0.3, -0.1], [-0.1, 0.1, 0.0], [-0.2, -0.2, -0.3], [0.5, 0.1, 0.3], [0.0, -0.4, -0.2], [-0.5, -0.5, 0.5], [0.0, 0.0, -0.2], [-0.5, -0.3, -0.3], [0.3, 0.2, 0.0], [-0.1, -0.1, -0.1]],
  "gap_ev": [10.278, 6.972],
  "s2": 0.758,
  "homo_energy_ev": [-19.63, -18.85],
  "total_charge": 5,
  "spin_multiplicity": 2
}